1.
{
  "formula": "C21H23N6OReSi",
  "method": "the ωB97M-V functional and the def2-TZVPD basis",
  "symbols": ["Re", "N", "C", "N", "C", "N", "N", "C", "N", "C", "C", "C", "C", "C", "N", "H", "H", "H", "H", "H", "H", "H", "H", "C", "O", "H", "H", "H", "H", "C", "C", "C", "C", "C", "C", "Si", "C", "C", "C", "C", "C", "C", "H", "H", "H", "H", "H", "H", "H", "H", "H", "H", "H"],
  "positions_angstrom": [[0.04, -1.03, -0.41], [2.98, -1.12, -2.13], [3.16, -1.04, -0.81], [4.39, -1.04, -0.36], [4.58, -1.09, 0.96], [5.79, -1.02, 1.45], [3.54, -1.25, 1.86], [2.37, -1.22, 1.36], [2.05, -1.01, 0.03], [1.21, -1.54, 2.22], [1.33, -1.79, 3.57], [0.19, -2.14, 4.28], [-1.03, -2.23, 3.63], [-1.08, -1.95, 2.28], [0.02, -1.61, 1.58], [3.81, -1.16, -2.71], [2.08, -1.05, -2.57], [6.58, -0.93, 0.83], [5.94, -1.08, 2.44], [2.31, -1.72, 4.03], [0.26, -2.36, 5.34], [-1.93, -2.50, 4.15], [-2.01, -1.99, 1.73], [-3.27, -1.61, -0.55], [-1.87, -1.76, -1.04], [-3.55, -2.50, -0.01], [-3.91, -1.46, -1.42], [-3.29, -0.72, 0.08], [-1.84, -2.54, -1.61], [-4.68, 3.08, 0.65], [-4.35, 2.56, -0.61], [-3.10, 2.02, -0.82], [-2.16, 1.98, 0.22], [-2.50, 2.51, 1.48], [-3.76, 3.06, 1.68], [-0.44, 1.42, 0.05], [0.40, 1.28, -1.61], [1.59, 1.94, -1.98], [2.07, 1.82, -3.27], [1.46, 0.98, -4.20], [0.33, 0.26, -3.85], [-0.22, 0.42, -2.56], [-5.66, 3.51, 0.81], [-5.07, 2.61, -1.41], [-2.85, 1.67, -1.82], [-1.78, 2.51, 2.29], [-4.01, 3.48, 2.65], [0.44, 1.76, 1.18], [2.09, 2.59, -1.27], [2.94, 2.40, -3.56], [1.86, 0.90, -5.20], [-0.17, -0.36, -4.58], [-1.24, 0.09, -2.41]],
  "lowdin_spin": [2.6283, 0.0160, 0.0126, 0.0008, 0.0055, 0.0167, 0.0218, 0.0119, 0.0438, 0.0182, -0.0019, 0.0259, -0.0028, 0.0255, 0.0155, 0.0004, 0.0059, 0.0004, 0.0003, -0.0002, 0.0011, -0.0004, 0.0014, 0.0120, 0.0859, 0.0012, 0.0011, 0.0003, 0.0035, -0.0062, 0.0001, -0.0027, 0.0010, -0.0040, 0.0011, -0.0079, -0.0032, 0.0281, -0.0086, 0.0190, 0.0061, 0.0182, -0.0003, 0.0001, 0.0000, 0.0000, 0.0002, -0.0007, 0.0014, -0.0007, 0.0008, -0.0003, 0.0076],
  "largest_force_ha_per_bohr": 0.016,
  "multiplicity": 4,
  "gap_ev": [6.98, 6.42],
  "charge": 3,
  "homo_ev": [-17.49, -17.43],
  "de_lowest_kcal_mol": 0.00
}

2.
{
  "formula": "C21H24AsBr4N6O3PTi",
  "method": "the ωB97M-V functional and the def2-TZVPD basis",
  "symbols": ["Ti", "C", "N", "C", "C", "N", "C", "P", "C", "N", "C", "C", "N", "C", "C", "N", "C", "C", "N", "C", "H", "H", "H", "H", "H", "H", "H", "H", "H", "H", "H", "H", "H", "H", "H", "Br", "C", "C", "Br", "C", "Br", "C", "O", "C", "O", "C", "Br", "C", "As", "C", "C", "O", "H", "H", "H", "H", "H", "H", "H", "H", "H"],
  "positions_angstrom": [[0.13, 0.40, -0.47], [-1.13, -3.39, 3.20], [-0.31, -2.87, 2.11], [1.01, -3.17, 1.89], [1.41, -2.42, 0.83], [0.35, -1.66, 0.40], [-0.67, -1.94, 1.19], [-2.38, -1.47, 0.81], [-2.42, 0.35, 1.03], [-1.75, 1.17, 0.25], [-2.15, 2.44, 0.57], [-3.10, 2.36, 1.55], [-3.27, 1.03, 1.82], [-4.18, 0.49, 2.83], [-2.16, -1.42, -1.03], [-1.19, -0.77, -1.66], [-1.43, -0.90, -3.00], [-2.56, -1.65, -3.17], [-3.01, -1.97, -1.92], [-4.20, -2.77, -1.63], [-0.54, -4.11, 3.76], [-1.42, -2.58, 3.86], [-2.02, -3.89, 2.81], [1.54, -3.87, 2.51], [2.37, -2.37, 0.35], [-1.72, 3.30, 0.09], [-3.65, 3.13, 2.07], [-4.62, 1.32, 3.37], [-4.98, -0.09, 2.36], [-3.63, -0.14, 3.53], [-0.79, -0.46, -3.74], [-3.06, -1.99, -4.06], [-4.62, -3.10, -2.57], [-3.94, -3.63, -1.03], [-4.94, -2.16, -1.11], [6.42, -0.62, 2.10], [4.61, -0.17, 1.90], [3.80, 0.06, 3.01], [4.48, -0.13, 4.75], [2.46, 0.43, 2.83], [1.26, 0.66, 4.27], [1.94, 0.59, 1.56], [0.67, 0.96, 1.30], [2.74, 0.29, 0.44], [2.12, 0.31, -0.75], [4.06, -0.06, 0.61], [5.04, -0.43, -0.95], [2.47, 1.08, -3.62], [1.73, 2.38, -2.47], [3.00, 3.12, -1.28], [1.20, 3.81, -3.61], [0.25, 1.91, -1.73], [3.35, 1.52, -4.09], [1.73, 0.85, -4.40], [2.74, 0.20, -3.05], [3.56, 3.88, -1.83], [3.66, 2.35, -0.90], [2.45, 3.58, -0.46], [2.04, 4.12, -4.23], [0.87, 4.64, -2.99], [0.38, 3.48, -4.23]],
  "lowdin_spin": [0.9073, 0.0003, 0.0025, 0.0001, 0.0017, 0.0033, 0.0036, 0.0068, 0.0119, 0.0061, 0.0015, 0.0004, 0.0032, 0.0003, 0.0058, 0.0006, 0.0029, -0.0010, 0.0041, 0.0004, 0.0000, 0.0001, 0.0001, 0.0000, 0.0002, 0.0001, 0.0000, 0.0000, 0.0001, 0.0000, 0.0002, -0.0001, 0.0000, 0.0001, 0.0001, 0.0000, -0.0004, -0.0004, -0.0001, -0.0007, 0.0001, 0.0024, -0.0010, 0.0036, 0.0059, -0.0004, -0.0001, 0.0018, 0.0076, 0.0024, -0.0005, 0.0161, 0.0003, 0.0000, 0.0000, 0.0005, 0.0000, 0.0000, 0.0000, 0.0000, 0.0000],
  "largest_force_ha_per_bohr": 0.025,
  "multiplicity": 2,
  "gap_ev": [7.10, 7.12],
  "charge": 1,
  "homo_ev": [-9.63, -9.67]
}

3.
{
  "formula": "C21H24AsIrO3S4Sb",
  "method": "the ωB97M-V functional and the def2-TZVPD basis",
  "symbols": ["Ir", "S", "Sb", "S", "S", "O", "As", "C", "C", "C", "C", "C", "C", "C", "C", "C", "C", "C", "C", "C", "C", "C", "C", "C", "C", "H", "H", "H", "H", "H", "H", "H", "H", "H", "H", "H", "H", "H", "H", "H", "C", "S", "C", "O", "H", "H", "H", "H", "H", "H", "C", "H", "H", "H", "O"],
  "positions_angstrom": [[-1.99, -1.05, -0.15], [-6.96, -0.78, 0.28], [-5.04, -0.64, 1.55], [-3.60, -2.49, 0.66], [-3.46, 0.78, 0.32], [-0.34, 0.36, -0.79], [0.87, 0.77, 0.26], [0.50, 2.46, 1.08], [-0.28, 3.37, 0.36], [-0.58, 4.60, 0.93], [-0.11, 4.91, 2.20], [0.65, 4.00, 2.91], [0.95, 2.77, 2.35], [2.45, 1.00, -0.80], [3.28, 2.10, -0.68], [4.41, 2.21, -1.48], [4.71, 1.21, -2.39], [3.87, 0.10, -2.52], [2.74, 0.00, -1.73], [1.42, -0.44, 1.67], [0.43, -1.09, 2.39], [0.78, -2.00, 3.38], [2.12, -2.20, 3.67], [3.12, -1.53, 2.96], [2.76, -0.65, 1.95], [-0.68, 3.09, -0.60], [-1.20, 5.30, 0.38], [-0.36, 5.87, 2.64], [0.99, 4.24, 3.91], [1.53, 2.04, 2.92], [3.04, 2.88, 0.03], [5.06, 3.07, -1.39], [5.59, 1.29, -3.02], [4.10, -0.67, -3.24], [2.07, -0.85, -1.83], [-0.95, -1.60, 1.22], [-0.01, -2.52, 3.90], [2.39, -2.90, 4.45], [4.16, -1.70, 3.19], [3.53, -0.14, 1.37], [-3.08, -2.72, -4.11], [-3.43, -2.65, -2.35], [-5.10, -2.06, -2.47], [-2.59, -1.40, -2.03], [-3.74, -3.45, -4.58], [-2.04, -3.03, -4.22], [-3.22, -1.73, -4.54], [-5.71, -2.88, -2.87], [-5.12, -1.19, -3.12], [-5.46, -1.79, -1.47], [-0.59, -2.62, -0.56], [0.31, -2.70, 0.08], [-0.24, -2.45, -1.58], [-1.08, -3.60, -0.52], [-0.86, -0.89, 2.00]],
  "nbo_charge": [0.8730, -1.0133, 0.8579, -0.6886, -0.8440, -1.1020, 1.9743, -0.3219, -0.2008, -0.1912, -0.1980, -0.2205, -0.2165, -0.3090, -0.2218, -0.2201, -0.2075, -0.1997, -0.2176, -0.4663, 0.3242, -0.2512, -0.1775, -0.2654, -0.1302, 0.2493, 0.2167, 0.2100, 0.2110, 0.2199, 0.2237, 0.2118, 0.2099, 0.2133, 0.2431, 0.4775, 0.2388, 0.2121, 0.2109, 0.2116, -0.8124, 1.2808, -0.8484, -0.8660, 0.2225, 0.2345, 0.2332, 0.2213, 0.2301, 0.3315, -0.9901, 0.1664, 0.1819, 0.1980, -0.7090],
  "largest_force_ha_per_bohr": 0.016,
  "gap_ev": 5.04,
  "charge": -1,
  "homo_ev": -2.87,
  "de_lowest_kcal_mol": 5.26
}

4.
{
  "formula": "C21H24Br15NO5",
  "method": "the ωB97M-V functional and the def2-TZVPD basis",
  "symbols": ["C", "C", "O", "O", "C", "C", "C", "C", "C", "C", "C", "C", "C", "C", "C", "C", "O", "C", "O", "N", "C", "O", "H", "H", "H", "H", "H", "H", "H", "H", "H", "H", "H", "H", "H", "H", "H", "H", "H", "H", "H", "C", "Br", "Br", "Br", "H", "C", "Br", "Br", "Br", "H", "C", "Br", "Br", "Br", "H", "C", "Br", "Br", "Br", "H", "C", "Br", "Br", "Br", "H"],
  "positions_angstrom": [[-0.49, 3.75, 2.45], [-1.72, 2.67, 2.31], [-2.26, 2.17, 3.42], [-2.25, 2.31, 0.99], [-1.93, 0.88, 0.66], [-3.09, -0.18, 1.14], [-2.80, -0.94, 2.56], [-1.27, -1.51, 2.75], [-0.81, -2.52, 1.53], [0.79, -2.99, 1.65], [1.65, -2.17, 0.47], [1.20, -2.35, -1.10], [1.98, -1.53, -2.29], [3.22, -0.53, -1.89], [3.76, -0.32, -0.35], [2.94, -1.18, 0.83], [3.38, -1.04, 2.24], [3.70, 0.13, -3.31], [4.84, 0.74, -3.65], [2.50, -0.15, -4.24], [1.76, -1.45, -3.91], [1.09, -2.30, -4.71], [-0.87, 4.59, 3.21], [0.49, 3.29, 2.90], [-0.29, 4.28, 1.41], [-0.84, 0.62, 0.99], [-1.93, 0.85, -0.53], [-3.29, -0.92, 0.25], [-4.08, 0.47, 1.29], [-3.13, -0.29, 3.51], [-3.52, -1.89, 2.58], [-1.13, -2.10, 3.76], [-0.49, -0.61, 2.79], [-1.04, -1.96, 0.52], [-1.47, -3.51, 1.50], [1.19, -2.64, 2.71], [0.92, -4.16, 1.54], [0.29, -3.05, -1.37], [4.67, 0.39, -0.13], [3.27, -0.09, 2.55], [1.82, 0.54, -3.82], [0.37, -1.24, 6.91], [-0.74, -2.77, 7.38], [1.94, -1.76, 5.89], [-0.66, 0.14, 6.01], [0.73, -0.81, 7.85], [-3.36, 3.56, -2.40], [-4.73, 2.54, -1.46], [-1.92, 2.43, -3.04], [-4.12, 4.65, -3.82], [-2.93, 4.26, -1.67], [-6.01, -4.49, 1.64], [-4.94, -4.52, 3.26], [-7.54, -3.29, 1.80], [-4.94, -4.08, 0.07], [-6.42, -5.50, 1.50], [0.25, 1.88, -6.52], [0.42, 0.05, -5.91], [0.57, 3.16, -5.09], [1.38, 2.24, -8.07], [-0.79, 2.02, -6.85], [7.29, 3.14, -4.15], [8.36, 3.10, -2.53], [5.77, 4.34, -3.99], [8.36, 3.54, -5.72], [6.89, 2.13, -4.29]],
  "nbo_charge": [-0.7394, 0.8021, -0.5850, -0.5733, -0.0990, -0.4539, -0.4311, -0.4205, -0.4195, -0.4593, -0.0093, -0.1803, -0.1488, -0.1308, -0.2260, 0.3085, -0.7227, 0.6789, -0.5243, -0.7404, 0.6863, -0.5221, 0.2587, 0.2560, 0.2398, 0.1941, 0.2147, 0.2200, 0.2444, 0.2473, 0.2099, 0.2204, 0.1989, 0.2097, 0.2198, 0.2506, 0.2455, 0.2601, 0.2684, 0.4963, 0.4122, -0.4931, 0.0860, 0.0814, 0.1079, 0.2276, -0.4885, 0.0917, 0.0817, 0.0874, 0.2283, -0.4891, 0.0910, 0.0934, 0.0854, 0.2286, -0.4973, 0.1405, 0.0668, 0.0853, 0.2272, -0.4843, 0.0758, 0.0830, 0.0830, 0.2434],
  "largest_force_ha_per_bohr": 0.174,
  "gap_ev": 7.54,
  "homo_ev": -9.25
}

What did the third record say?
{
  "formula": "C21H24AsIrO3S4Sb",
  "method": "the ωB97M-V functional and the def2-TZVPD basis",
  "symbols": ["Ir", "S", "Sb", "S", "S", "O", "As", "C", "C", "C", "C", "C", "C", "C", "C", "C", "C", "C", "C", "C", "C", "C", "C", "C", "C", "H", "H", "H", "H", "H", "H", "H", "H", "H", "H", "H", "H", "H", "H", "H", "C", "S", "C", "O", "H", "H", "H", "H", "H", "H", "C", "H", "H", "H", "O"],
  "positions_angstrom": [[-1.99, -1.05, -0.15], [-6.96, -0.78, 0.28], [-5.04, -0.64, 1.55], [-3.60, -2.49, 0.66], [-3.46, 0.78, 0.32], [-0.34, 0.36, -0.79], [0.87, 0.77, 0.26], [0.50, 2.46, 1.08], [-0.28, 3.37, 0.36], [-0.58, 4.60, 0.93], [-0.11, 4.91, 2.20], [0.65, 4.00, 2.91], [0.95, 2.77, 2.35], [2.45, 1.00, -0.80], [3.28, 2.10, -0.68], [4.41, 2.21, -1.48], [4.71, 1.21, -2.39], [3.87, 0.10, -2.52], [2.74, 0.00, -1.73], [1.42, -0.44, 1.67], [0.43, -1.09, 2.39], [0.78, -2.00, 3.38], [2.12, -2.20, 3.67], [3.12, -1.53, 2.96], [2.76, -0.65, 1.95], [-0.68, 3.09, -0.60], [-1.20, 5.30, 0.38], [-0.36, 5.87, 2.64], [0.99, 4.24, 3.91], [1.53, 2.04, 2.92], [3.04, 2.88, 0.03], [5.06, 3.07, -1.39], [5.59, 1.29, -3.02], [4.10, -0.67, -3.24], [2.07, -0.85, -1.83], [-0.95, -1.60, 1.22], [-0.01, -2.52, 3.90], [2.39, -2.90, 4.45], [4.16, -1.70, 3.19], [3.53, -0.14, 1.37], [-3.08, -2.72, -4.11], [-3.43, -2.65, -2.35], [-5.10, -2.06, -2.47], [-2.59, -1.40, -2.03], [-3.74, -3.45, -4.58], [-2.04, -3.03, -4.22], [-3.22, -1.73, -4.54], [-5.71, -2.88, -2.87], [-5.12, -1.19, -3.12], [-5.46, -1.79, -1.47], [-0.59, -2.62, -0.56], [0.31, -2.70, 0.08], [-0.24, -2.45, -1.58], [-1.08, -3.60, -0.52], [-0.86, -0.89, 2.00]],
  "nbo_charge": [0.8730, -1.0133, 0.8579, -0.6886, -0.8440, -1.1020, 1.9743, -0.3219, -0.2008, -0.1912, -0.1980, -0.2205, -0.2165, -0.3090, -0.2218, -0.2201, -0.2075, -0.1997, -0.2176, -0.4663, 0.3242, -0.2512, -0.1775, -0.2654, -0.1302, 0.2493, 0.2167, 0.2100, 0.2110, 0.2199, 0.2237, 0.2118, 0.2099, 0.2133, 0.2431, 0.4775, 0.2388, 0.2121, 0.2109, 0.2116, -0.8124, 1.2808, -0.8484, -0.8660, 0.2225, 0.2345, 0.2332, 0.2213, 0.2301, 0.3315, -0.9901, 0.1664, 0.1819, 0.1980, -0.7090],
  "largest_force_ha_per_bohr": 0.016,
  "gap_ev": 5.04,
  "charge": -1,
  "homo_ev": -2.87,
  "de_lowest_kcal_mol": 5.26
}